Run w
Entry from the OMol25 dataset: a molecular structure, C44H58N5O4ScSi (wB97M-V/def2-TZVPD).

Cartesian coordinates (Å):
H: 2.753 2.896 -1.798
H: -3.593 -1.101 3.645
C: -0.554 4.825 -1.003
C: -0.059 -5.448 -2.604
C: 2.312 -3.659 0.783
C: 2.741 3.965 -1.603
Si: 3.404 0.108 -1.131
H: 3.322 -4.068 0.822
H: -2.151 4.451 3.066
C: 0.128 -3.719 -0.660
H: -0.373 3.380 1.709
Sc: 0.274 0.364 -0.082
C: -0.563 -2.444 1.829
H: 2.352 4.469 -2.490
C: -1.954 1.475 4.670
C: -1.536 -1.354 -4.375
H: -0.644 -0.148 4.097
H: -0.467 -5.545 -3.612
C: -0.408 1.580 2.864
C: -2.753 -0.621 -0.892
H: -3.731 -2.644 -3.417
H: 1.334 6.122 0.691
C: -3.227 0.468 -4.109
H: 2.960 0.967 -3.425
H: -2.396 0.931 5.495
H: 1.583 -5.275 -0.449
C: -0.711 -4.444 0.382
C: -1.403 2.782 -0.943
C: 0.446 3.900 -0.647
N: -0.917 -3.761 1.559
H: 2.395 2.511 0.744
C: 1.979 5.809 -0.133
C: -3.817 -1.549 2.676
H: -3.157 3.226 4.969
H: 1.710 6.382 -1.021
C: -0.816 2.863 2.548
C: -4.180 -2.364 -0.082
C: 3.456 0.420 4.282
C: -3.634 -2.245 -2.415
H: 4.760 -0.451 1.284
C: 2.752 0.246 1.551
H: 3.355 -2.272 -1.824
H: 4.556 -2.049 -0.545
H: 5.145 1.689 -1.939
C: -2.199 -0.404 -3.379
N: -0.177 -1.676 0.755
N: -0.058 2.637 -0.614
H: -4.025 -0.157 -4.517
O: 0.386 -1.415 -1.354
H: -2.754 0.999 -4.937
C: 4.028 -0.106 2.004
C: -3.364 -0.605 1.563
H: -0.808 -1.997 -3.884
C: -3.430 -1.224 0.179
C: -2.853 -1.111 -2.202
C: 4.863 1.287 -0.963
H: -1.018 -0.779 -5.144
H: 3.772 4.292 -1.443
C: -0.967 0.865 3.908
H: 3.485 3.871 1.008
C: 2.171 0.766 3.875
C: -2.268 1.680 -0.982
H: 4.638 2.128 -0.307
H: 4.912 -1.531 -2.194
C: 4.123 -1.599 -1.440
C: -4.278 -2.877 -1.368
H: -0.426 5.889 -1.104
H: 1.524 1.200 -2.460
O: -1.115 -5.575 0.248
H: -0.517 -6.207 -1.976
H: 1.011 -5.649 -2.671
H: 1.922 -0.417 -3.055
C: -1.818 3.451 3.310
H: 1.891 3.870 1.761
C: 4.374 -0.021 3.345
C: 2.348 0.501 -2.648
H: -4.860 -3.771 -1.549
H: -3.316 -2.515 2.635
H: -2.695 4.487 -1.487
O: -0.654 -2.020 2.960
N: -1.893 0.489 -0.630
H: -1.413 0.247 -2.990
C: 1.845 0.667 2.543
C: -4.193 0.681 1.640
H: 2.150 -3.883 -1.352
H: -2.269 -1.984 -4.882
N: 2.335 0.222 0.230
H: -3.690 1.205 -3.453
H: 3.723 0.494 5.327
H: -3.865 1.438 0.929
H: -2.320 -0.340 1.758
C: 1.885 4.298 -0.375
O: 0.562 0.979 2.037
H: -4.895 -1.720 2.632
C: 1.601 -4.185 -0.458
H: 1.444 1.114 4.594
H: -1.323 -4.276 2.327
H: 5.372 -0.302 3.654
H: -3.281 1.844 -1.352
H: 0.161 -3.319 -2.735
C: 0.083 -2.223 -0.426
H: -1.412 -3.829 -2.154
H: 1.808 -3.954 1.705
H: -4.703 -2.860 0.725
C: -1.723 4.111 -1.203
H: 2.399 -2.570 0.776
C: 2.439 3.589 0.859
H: 3.008 6.065 0.126
H: 5.735 0.771 -0.558
C: -0.342 -4.040 -2.091
H: -5.245 0.460 1.442
H: -4.115 1.113 2.639
C: -2.382 2.762 4.373

Values from the calculation:
HOMO (eV): -7.67
Orbital gap (eV): 7.77

Run x
Entry from the OMol25 dataset: a molecular structure, C44H58N5O4ScSi (wB97M-V/def2-TZVPD).

Cartesian coordinates (Å):
H: -5.090 -2.383 -1.299
H: -0.159 3.937 -2.109
H: -2.146 -1.580 4.307
C: -1.659 -2.913 -0.014
H: 2.733 0.357 -5.462
C: 2.080 -0.558 3.501
C: 4.686 2.326 -1.949
H: 1.316 -2.874 1.860
H: -4.393 -0.893 0.736
H: -0.593 -1.909 -5.492
C: 5.455 1.317 -2.514
H: -2.466 0.571 -3.732
C: 4.062 -0.337 -1.462
H: 0.602 2.785 -0.098
H: -1.714 4.790 -2.177
C: -0.869 4.535 -1.535
Sc: 0.027 0.109 -0.296
H: 4.848 0.194 0.939
C: -2.464 0.897 2.395
H: 5.731 -0.802 -2.720
H: -2.331 1.962 2.200
C: -0.092 3.365 0.516
H: 6.295 1.568 -3.147
C: 0.354 0.606 -2.928
C: -4.404 -1.773 1.377
C: -0.511 -1.504 -3.486
H: -3.624 -1.661 2.127
H: 1.944 -4.543 -1.414
C: 1.688 -0.142 2.220
O: -1.061 -2.541 -3.189
O: 2.302 0.363 0.011
H: -3.165 1.973 -4.512
H: -1.629 5.567 0.879
H: -6.271 -3.054 -0.188
H: -3.077 5.037 0.018
H: -0.172 2.270 3.995
C: -4.266 -3.090 0.617
H: 3.817 -1.365 -1.232
C: -2.858 -3.611 0.274
H: -3.387 -1.567 -1.290
H: -3.719 -5.542 0.540
C: -1.014 2.027 -4.451
H: -5.367 -1.769 1.892
H: -4.046 3.424 -1.440
H: 0.446 0.985 5.026
C: -0.448 -3.631 -0.097
C: 4.419 -0.386 2.959
H: 0.838 -1.926 -0.370
C: -3.441 2.556 -1.234
H: 5.460 -0.460 3.238
N: -0.009 -0.616 -2.563
C: -2.203 4.691 0.572
H: 2.497 -2.913 -1.774
H: 2.767 -2.767 0.857
C: 3.413 -0.674 3.863
N: 0.382 0.038 1.777
C: -2.719 0.457 -1.004
H: 0.443 4.262 0.838
H: 4.925 3.363 -2.143
H: -3.185 0.801 3.213
H: -2.556 4.178 1.468
Si: -0.875 0.121 3.006
H: -4.730 0.843 -1.831
N: -0.309 -1.196 -4.835
H: 0.938 -3.479 -2.398
N: -1.713 1.293 -0.544
H: 3.660 -0.996 4.867
C: 4.075 -0.015 1.664
H: 3.009 2.780 -0.663
C: 1.614 -3.512 -1.547
H: -0.450 -2.052 4.206
C: -1.329 3.767 -0.287
C: -0.398 1.283 4.409
H: -4.618 -3.845 1.325
C: -3.800 1.222 -1.436
H: -5.176 -4.127 -1.070
C: 2.776 1.135 -4.699
H: -0.878 2.650 -5.336
C: 0.925 -3.010 -0.276
H: 1.970 -4.326 1.092
H: -1.026 2.685 -3.582
H: 2.944 0.662 -3.731
H: 3.642 1.760 -4.912
H: 1.330 2.399 -5.677
C: 0.256 1.135 -4.344
C: -2.801 -5.005 0.331
C: -2.332 1.272 -4.556
C: -1.633 -5.716 0.172
H: -0.346 2.787 1.404
O: 0.207 0.182 -6.543
H: 0.476 -5.556 -0.098
C: -2.147 2.558 -0.692
C: 1.796 -3.257 0.959
H: 1.570 2.775 -3.968
C: 2.742 0.071 1.322
N: -1.623 -1.498 -0.213
C: -0.459 -5.016 -0.012
H: -2.404 0.725 -5.498
H: -1.497 -2.265 2.811
C: -2.609 -0.950 -0.853
C: -1.273 -1.600 3.649
C: 3.324 0.683 -0.893
O: 0.744 1.363 -1.997
C: -5.250 -3.167 -0.557
C: 3.613 2.013 -1.127
H: 1.325 -0.812 4.229
H: -2.904 0.452 1.510
H: -1.632 -6.797 0.226
C: 0.084 0.014 -5.351
C: 1.499 1.962 -4.692
H: -1.268 1.401 5.062
C: 5.139 -0.013 -2.276
H: -0.371 5.462 -1.240

Values from the calculation:
HOMO (eV): -7.57
Orbital gap (eV): 7.77

run w takes first place; second place is 0.584 eV up.

Run w
Entry from the OMol25 dataset: a single C2H3F3 molecule (wB97M-V/def2-TZVPD).

Cartesian coordinates (Å):
H: 1.382 0.239 0.545
H: -0.113 0.279 1.504
F: 0.307 -0.404 -1.577
F: -1.639 -0.289 -0.576
H: 0.435 -1.223 0.815
C: -0.388 0.140 -0.653
F: -0.344 1.426 -0.741
C: 0.360 -0.168 0.684

Values from the calculation:
SMILES: CC(F)(F)F
HOMO (eV): -12.34
Orbital gap (eV): 13.39

Run x
Entry from the OMol25 dataset: a single C2H3F3 molecule (wB97M-V/def2-TZVPD).

Cartesian coordinates (Å):
H: 0.225 -0.237 -1.049
C: -1.921 0.306 -0.205
F: -2.529 -0.842 -0.493
F: -2.442 0.826 0.890
C: -0.141 0.018 -0.072
H: -0.060 -0.785 0.649
H: 0.252 0.945 0.322
F: -2.116 1.141 -1.229

Values from the calculation:
SMILES: CC(F)(F)F
HOMO (eV): -11.82
Orbital gap (eV): 12.82

Run y
Entry from the OMol25 dataset: a single C2H3F3 molecule (wB97M-V/def2-TZVPD).

Cartesian coordinates (Å):
C: -0.677 -0.597 -0.232
H: -0.537 -0.584 -1.266
F: 1.499 -0.678 -0.072
F: 0.561 1.213 -0.195
H: -0.830 -1.652 0.127
H: 0.404 0.117 1.505
C: 0.485 0.035 0.440
F: -1.826 0.075 0.088

Values from the calculation:
SMILES: FCC(F)F
HOMO (eV): -12.08
Orbital gap (eV): 13.19

run w takes first place; second place is 0.334 eV up.